[1]
{"formula": "C4H8N2O", "method": "ωB97M-V/def2-TZVPD", "e_above_lowest_kj_mol": 197.9, "smiles": "C[C@H]1CN1.N=C=O", "homo_ev": -9.298, "gap_ev": 10.0143, "spin_multiplicity": 1, "species": ["C", "C", "C", "N", "H", "H", "H", "H", "H", "H", "H", "N", "C", "O", "H"], "positions_angstrom": [[1.34681, 0.46702, -1.13399], [0.73176, 0.35613, 0.23817], [0.41342, -0.97174, 0.80753], [1.50590, -0.16783, 1.36032], [1.94649, -0.42252, -1.36521], [0.56554, 0.55799, -1.89556], [2.00028, 1.34395, -1.20541], [0.09280, 1.19338, 0.52110], [-0.44508, -1.10085, 1.46229], [0.66222, -1.84431, 0.20388], [2.40043, -0.51979, 1.02633], [-2.96058, 0.02097, 0.70520], [-2.51865, 0.23873, -0.40449], [-2.00802, 0.34886, -1.45252], [-3.73333, 0.50001, 1.13235]], "forces_ev_per_angstrom": [[0.05, -0.01, -0.03], [-0.12, 0.12, -0.13], [-0.24, -0.21, -0.05], [0.28, 0.00, 0.04], [-0.09, 0.11, 0.06], [0.13, -0.01, 0.10], [-0.09, -0.11, 0.02], [0.10, -0.14, -0.02], [0.16, 0.03, -0.09], [-0.01, 0.16, 0.09], [-0.10, 0.04, 0.03], [0.27, 0.02, -0.44], [0.11, 0.03, -0.35], [-0.42, -0.09, 0.82], [-0.02, 0.04, -0.04]]}

---

[2]
{"formula": "C4H8N2O2", "method": "ωB97M-V/def2-TZVPD", "e_above_lowest_kj_mol": 197.8, "smiles": "CCN/N=C/C(=O)O", "homo_ev": -9.455, "gap_ev": 9.8062, "spin_multiplicity": 1, "species": ["C", "C", "N", "N", "C", "C", "O", "O", "H", "H", "H", "H", "H", "H", "H", "H"], "positions_angstrom": [[-3.77662, -0.05031, -0.12429], [-2.38787, 0.42239, 0.29788], [-1.34603, -0.46574, -0.13122], [-0.11452, 0.05647, -0.02380], [0.93537, -0.69161, -0.04479], [2.27034, -0.04107, 0.02356], [3.30929, -0.64826, 0.08842], [2.21488, 1.29620, -0.11043], [-4.49892, 0.78698, 0.07716], [-4.13533, -0.99604, 0.31576], [-3.77902, -0.14769, -1.21541], [-2.33436, 0.57025, 1.38763], [-2.17815, 1.34368, -0.21404], [-1.45196, -1.43761, 0.16588], [0.91877, -1.79202, -0.08451], [1.24213, 1.51742, -0.08542]], "forces_ev_per_angstrom": [[-0.46, 0.84, -0.41], [-0.74, -0.21, 0.54], [0.46, -0.80, -0.04], [0.97, -0.72, -0.22], [-0.92, -0.26, 0.37], [0.36, 0.16, -0.67], [-0.54, 0.20, 0.15], [-0.93, 0.08, 0.40], [0.52, -0.97, 0.12], [0.26, 0.48, 0.01], [-0.03, -0.22, 0.12], [-0.09, 0.18, -0.19], [-0.01, 0.62, 0.06], [0.18, 0.23, -0.13], [-0.06, 0.42, 0.02], [1.05, -0.05, -0.12]]}

---

[3]
{"formula": "C4H8N2O2", "method": "ωB97M-V/def2-TZVPD", "e_above_lowest_kj_mol": 761.6, "homo_ev": -8.793, "gap_ev": 9.2977, "spin_multiplicity": 1, "species": ["C", "C", "C", "C", "H", "H", "H", "H", "H", "H", "H", "H", "N", "N", "O", "O"], "positions_angstrom": [[-1.62960, 0.99792, 0.27527], [-1.31461, -0.49815, -0.16254], [1.82946, -0.60452, 0.77937], [2.34228, -0.03562, -0.42455], [0.40944, 1.32043, 0.33497], [-2.69712, 1.35039, -0.05953], [-1.58839, 1.03821, 1.41154], [0.19664, -1.37506, -0.65938], [2.30771, -0.21879, 1.67650], [1.92448, -1.67290, 0.97460], [3.22130, 0.88789, -0.49748], [2.31834, -0.62224, -1.36471], [-0.12552, -0.41285, -0.62977], [0.91367, 0.31587, 0.00532], [-0.49061, 1.74733, -0.10265], [-1.88122, -1.64569, 0.07132]], "forces_ev_per_angstrom": [[-0.54, 0.06, 1.27], [-5.86, -1.16, 4.27], [2.04, -0.05, 1.94], [1.45, 2.83, -3.02], [-1.93, 1.75, -0.11], [2.22, -0.39, 0.34], [-0.85, -0.61, -1.03], [0.21, -0.26, -0.73], [-0.70, 0.81, 0.11], [-1.50, -0.25, -0.90], [-3.04, -2.65, 0.45], [0.19, 0.26, 0.76], [5.61, -3.04, -2.61], [5.31, -5.45, 1.14], [-4.35, 3.53, -0.42], [1.74, 4.61, -1.45]]}

---

[4]
{"formula": "C4H8N2O2", "method": "ωB97M-V/def2-TZVPD", "e_above_lowest_kj_mol": 622.4, "smiles": "CN(C)/N=C\\OC=O", "homo_ev": -7.651, "gap_ev": 8.3230, "spin_multiplicity": 1, "species": ["C", "N", "C", "N", "C", "O", "C", "O", "H", "H", "H", "H", "H", "H", "H", "H"], "positions_angstrom": [[0.80693, -0.11609, 1.33452], [1.09511, 0.54326, 0.02408], [1.63368, -0.38053, -0.99083], [0.37073, 1.62651, -0.10928], [-0.77379, 1.22081, -0.24947], [-1.08715, -0.17483, -0.02864], [-2.32556, -0.48531, -0.12289], [-3.15546, 0.40056, -0.06728], [1.80487, -0.70197, 1.52434], [0.53760, 0.63998, 2.06773], [0.20890, -1.05046, 1.00504], [2.47525, -0.94068, -0.69989], [0.73217, -0.96297, -1.26042], [1.97261, 0.10805, -1.86770], [-1.60186, 1.76744, -0.17666], [-2.69402, -1.49376, -0.38264]], "forces_ev_per_angstrom": [[3.70, -3.76, -2.64], [6.70, -4.08, 3.92], [-3.12, 1.69, 0.03], [-0.46, 2.44, -3.09], [-1.87, -1.88, 1.42], [2.00, 0.48, -1.98], [-4.16, 1.86, -0.87], [-0.84, -0.91, 0.22], [-1.37, 1.63, 0.67], [-0.33, -0.65, 0.14], [0.25, 1.55, 2.10], [0.69, -0.83, 1.15], [0.80, -0.78, -0.36], [0.05, 0.98, -0.88], [-3.18, 2.39, -0.32], [1.14, -0.15, 0.48]]}

---

[5]
{"formula": "C4H8N2O2", "method": "ωB97M-V/def2-TZVPD", "e_above_lowest_kj_mol": 1006.2, "smiles": "C1=N\\OCCCON/1", "homo_ev": -8.246, "gap_ev": 9.0865, "spin_multiplicity": 1, "species": ["C", "N", "O", "C", "C", "C", "O", "N", "H", "H", "H", "H", "H", "H", "H", "H"], "positions_angstrom": [[-1.86709, 0.35394, 0.16754], [-1.78362, -0.92325, -0.30225], [-0.34523, -1.05762, -0.54124], [0.64609, -1.13864, 0.74667], [1.87223, -0.59377, -0.10631], [1.59490, 0.97708, -0.09006], [0.11048, 0.93873, -0.59967], [-0.63101, 1.12777, 0.58214], [-2.92103, 1.06744, 0.08653], [0.04343, -0.44465, 1.58279], [0.59569, -2.24183, 1.24661], [2.74044, -1.00266, 0.36804], [1.90552, -0.70860, -1.13649], [1.63778, 1.41915, 0.88190], [2.24728, 1.65336, -0.66833], [-0.94548, 2.18562, 0.50005]], "forces_ev_per_angstrom": [[-1.61, -0.73, -0.78], [1.71, 5.48, 1.37], [-0.88, -5.08, 2.93], [-3.71, -0.94, -0.91], [-1.23, 2.29, 3.91], [-1.14, -1.54, -0.86], [5.11, 5.01, 0.97], [-4.45, 1.96, -2.21], [2.94, -2.75, 0.72], [2.65, -1.67, -2.28], [0.63, 2.43, -1.83], [1.03, 0.45, 0.12], [-0.58, -1.67, -1.78], [-0.55, 0.00, 0.83], [-0.55, -0.76, -0.66], [0.63, -2.49, 0.46]]}

---

[6]
{"formula": "C4H8N2O2", "method": "ωB97M-V/def2-TZVPD", "e_above_lowest_kj_mol": 440.7, "smiles": "N[C@H]1C[C@@]2(O)[NH2+][C@@]12[O-]", "homo_ev": -8.252, "gap_ev": 9.0227, "spin_multiplicity": 1, "species": ["N", "C", "C", "C", "O", "N", "C", "O", "H", "H", "H", "H", "H", "H", "H", "H"], "positions_angstrom": [[-0.83582, 1.83957, -0.52358], [-0.55648, 0.82889, 0.47535], [-1.16891, -0.58511, 0.22835], [0.23907, -1.14589, 0.25425], [0.58238, -2.22286, 0.95020], [1.09389, -0.68359, -1.20103], [0.89255, 0.21158, 0.39096], [1.92094, 0.53937, 1.00057], [-1.77058, 2.21690, -0.41253], [-0.19107, 2.61497, -0.41239], [-0.73463, 1.12870, 1.51641], [-1.82226, -0.99978, 0.99359], [-1.64594, -0.66400, -0.74662], [1.55869, -2.24390, 0.97945], [1.96167, -0.25528, -1.49174], [0.47650, -0.57957, -2.00122]], "forces_ev_per_angstrom": [[-0.39, 0.08, 0.05], [0.43, 0.25, -0.96], [0.50, 0.25, -1.15], [2.82, 2.17, 0.25], [0.47, -0.96, -0.99], [-2.24, -0.79, -0.92], [-1.48, -0.65, 3.42], [-0.32, -0.09, -1.33], [0.01, 0.04, -0.03], [0.00, -0.06, 0.00], [0.24, 0.03, -0.08], [0.25, 0.03, 0.07], [-0.17, -0.03, -0.03], [-0.38, 0.10, 0.34], [0.57, -0.39, 1.09], [-0.31, 0.02, 0.26]]}

---

[7]
{"formula": "C4H8N2O2", "method": "ωB97M-V/def2-TZVPD", "e_above_lowest_kj_mol": 611.8, "smiles": "C/N=[NH+]/[O-].CC#CO", "homo_ev": -8.737, "gap_ev": 9.2588, "spin_multiplicity": 1, "species": ["C", "N", "N", "O", "H", "H", "H", "H", "C", "C", "C", "O", "H", "H", "H", "H"], "positions_angstrom": [[1.99019, -0.54565, 0.99463], [1.60518, 0.60195, 0.24663], [1.49256, 0.45664, -0.98021], [1.13185, 1.32888, -1.77014], [2.25006, -1.40908, 0.35632], [1.17042, -0.83709, 1.64778], [2.83230, -0.26980, 1.62010], [1.52104, -0.53356, -1.36646], [-2.08920, -0.44922, 1.13837], [-1.70272, 0.12384, -0.14087], [-1.57483, 0.67529, -1.19627], [-1.47688, 1.18034, -2.40266], [-1.66437, 0.14749, 1.96370], [-3.19227, -0.44408, 1.23770], [-1.73808, -1.49197, 1.21675], [-0.55526, 1.46600, -2.56538]], "forces_ev_per_angstrom": [[0.08, -0.79, -0.18], [0.20, 1.04, -0.35], [-0.91, -1.48, 0.56], [0.40, 0.55, -0.60], [0.03, 0.12, 0.18], [-0.09, 0.01, 0.08], [0.16, -0.11, 0.06], [0.39, 0.77, 0.24], [-0.04, -0.17, 0.49], [-0.37, 0.18, -0.25], [0.16, -0.07, -0.50], [-0.04, 0.15, -0.03], [-0.20, -0.35, -0.18], [0.57, -0.03, 0.00], [-0.18, 0.36, 0.16], [-0.18, -0.17, 0.31]]}

---

[8]
{"formula": "C4H8N2O3", "method": "ωB97M-V/def2-TZVPD", "e_above_lowest_kj_mol": 1259.8, "homo_ev": -9.192, "gap_ev": 7.6330, "spin_multiplicity": 1, "species": ["C", "C", "C", "C", "H", "H", "H", "H", "H", "H", "H", "H", "N", "N", "O", "O", "O"], "positions_angstrom": [[1.10748, -0.21186, 0.22794], [-1.03857, -0.75771, 0.78184], [-2.61884, 0.18874, -0.70841], [-2.44649, 1.36295, -0.01748], [3.46272, 0.88884, -1.78526], [3.49775, -1.01915, -0.07994], [2.45749, 1.83862, 1.09728], [-1.82469, -0.27620, 1.55450], [-0.51207, -1.63038, 0.96874], [-3.58281, -0.28627, -1.19859], [-3.37104, 1.90132, -0.46985], [-1.65314, 1.64369, 0.65527], [3.36179, 0.48178, -0.30524], [1.99592, 0.74993, -0.22657], [1.06384, -1.39514, -0.19575], [-0.04087, 0.38474, 0.81747], [-1.77294, -0.88650, -0.46207]], "forces_ev_per_angstrom": [[-2.41, -1.39, -1.82], [-3.83, 4.63, 0.49], [0.12, -1.04, 2.28], [-4.19, -1.26, -3.98], [0.25, -1.96, 4.35], [-0.58, 4.63, -1.34], [-2.20, -2.07, -2.46], [1.75, -1.83, -1.35], [0.25, -1.54, 0.56], [2.14, 1.89, 0.50], [1.89, 0.51, 1.84], [-0.31, 0.42, -0.43], [0.14, -3.61, -4.77], [2.29, 2.57, 4.62], [1.65, 3.37, 1.48], [1.73, -3.57, -1.35], [1.30, 0.25, 1.37]]}